The following is a DFT calculation (ωB97M-V/def2-TZVPD) of a 2-piece molecular cluster, C5H12N2O overall.

ORCA input file:
```
! RIJCOSX wB97M-V def2-TZVPD def2/J DEFGRID3
* xyz 1 2
C -0.761 3.202 0.212
N -0.815 2.573 -0.998
C -1.786 1.523 -1.240
O -1.324 2.796 1.198
H -0.110 4.093 0.215
H -0.454 3.075 -1.793
H -1.820 0.863 -0.376
H -1.478 0.947 -2.108
H -2.791 1.915 -1.403
C 1.119 -3.538 1.030
C 1.394 -2.102 0.925
C 0.619 -1.243 0.147
N 0.793 0.060 0.107
H 0.268 -3.844 0.433
H 1.989 -4.121 0.726
H 0.936 -3.793 2.078
H 2.233 -1.703 1.481
H -0.218 -1.630 -0.421
H 0.578 0.520 -0.776
H 1.630 0.408 0.564
*
```

* gap between HOMO and LUMO (spin up / spin down): 9.484 / 5.929 eV
* HOMO level (spin up / spin down): -13.1 / -13.1 eV
* expectation value of S²: 0.760
* lowest unoccupied orbital energy (spin up / spin down): -3.6 / -7.2 eV
* energy above the lowest of the compared OMol25 structures with the same formula, charge and spin: 0.00 kcal/mol

=====

The following is a DFT calculation (ωB97M-V/def2-TZVPD) of C34H16BrF6IrN9O4S2 as an isolated structure.

ORCA input file:
```
! RIJCOSX wB97M-V def2-TZVPD def2/J DEFGRID3
* xyz 0 2
Ir -0.381 -0.724 -0.019
C 0.366 5.784 0.269
C -0.592 5.706 1.282
C -1.198 4.502 1.608
C -0.811 3.387 0.886
C -1.230 1.993 0.960
N -2.186 1.548 1.737
C -2.589 0.286 1.743
C -3.863 -0.133 2.353
C -4.836 0.577 3.022
C -5.982 -0.118 3.401
C -6.131 -1.474 3.118
C -5.134 -2.185 2.452
C -4.006 -1.486 2.081
C -2.802 -1.888 1.336
N -2.581 -3.108 0.927
C -1.622 -3.434 0.073
N -0.839 -2.586 -0.648
C -0.017 -3.315 -1.449
N 0.789 -2.847 -2.394
C 0.992 -1.571 -2.579
N 0.754 -0.559 -1.684
C 1.088 0.630 -2.260
N 0.970 1.840 -1.766
C 0.276 2.125 -0.685
N -0.556 1.279 -0.006
C 0.136 3.469 -0.129
C 0.743 4.664 -0.458
C 1.592 0.374 -3.623
C 1.989 1.233 -4.625
C 2.311 0.667 -5.856
C 2.237 -0.709 -6.061
C 1.846 -1.569 -5.037
C 1.528 -0.997 -3.823
C -0.275 -4.735 -1.232
C 0.280 -5.873 -1.789
C -0.242 -7.095 -1.386
C -1.284 -7.168 -0.457
C -1.830 -6.022 0.105
C -1.301 -4.809 -0.297
N -1.995 -0.786 1.179
H 0.843 6.734 0.067
H -0.848 6.598 1.838
H -1.934 4.426 2.396
H -4.707 1.629 3.240
H -6.776 0.404 3.919
H -7.040 -1.980 3.414
H -5.235 -3.238 2.225
H 1.490 4.714 -1.239
H 2.030 2.300 -4.456
H 2.616 1.306 -6.675
H 2.474 -1.114 -7.036
H 1.787 -2.639 -5.181
H 1.091 -5.809 -2.502
H 0.172 -8.010 -1.789
H -1.667 -8.137 -0.167
H -2.630 -6.066 0.832
Br 0.573 -2.153 1.731
F 5.040 0.883 2.023
C 3.946 0.312 2.525
F 3.962 0.380 3.846
F 3.962 -0.976 2.170
S 2.419 1.104 1.788
O 2.185 0.294 0.613
O 1.407 1.090 2.809
N 2.807 2.539 1.277
S 3.235 3.707 2.263
O 2.208 4.698 2.416
O 3.941 3.249 3.426
C 4.519 4.552 1.186
F 4.558 4.057 -0.053
F 4.235 5.855 1.092
F 5.726 4.419 1.729
*
```

* gap between HOMO and LUMO (spin up / spin down): 5.148 / 5.576 eV
* HOMO level (spin up / spin down): -7.6 / -8.8 eV
* expectation value of S²: 0.835
* lowest unoccupied orbital energy (spin up / spin down): -2.4 / -3.3 eV
* energy above the lowest of the compared OMol25 structures with the same formula, charge and spin: 40.99 kcal/mol

=====

The following is a DFT calculation (ωB97M-V/def2-TZVPD) of C45H32CdN8O4 as an isolated structure.

ORCA input file:
```
! RIJCOSX wB97M-V def2-TZVPD def2/J DEFGRID3
* xyz -2 1
Cd 0.756 -1.354 0.464
O 4.910 -3.322 0.192
C 3.806 -2.832 0.512
N 2.659 -2.780 -0.119
C 2.415 -3.361 -1.356
C 3.373 -3.667 -2.324
C 2.994 -4.212 -3.545
C 1.659 -4.470 -3.817
C 0.689 -4.175 -2.864
C 1.046 -3.616 -1.645
N 0.118 -3.219 -0.672
C -0.856 -4.012 -0.282
O -1.234 -5.110 -0.730
C -1.587 -3.479 0.950
C -2.784 -4.077 1.335
C -3.438 -3.602 2.453
C -2.878 -2.550 3.165
C -1.686 -2.015 2.713
N -1.051 -2.473 1.638
C 3.723 -2.192 1.903
C 4.909 -1.965 2.600
C 4.855 -1.407 3.862
C 3.616 -1.102 4.408
C 2.489 -1.367 3.647
N 2.533 -1.894 2.428
H 4.412 -3.485 -2.089
H 3.753 -4.440 -4.286
H 1.364 -4.897 -4.769
H -0.356 -4.373 -3.056
H -3.154 -4.892 0.731
H -4.381 -4.038 2.765
H -3.359 -2.134 4.040
H -1.228 -1.166 3.204
H 5.835 -2.241 2.116
H 5.766 -1.207 4.416
H 3.518 -0.659 5.391
H 1.499 -1.132 4.027
C -1.812 -2.006 -5.018
C -0.530 -1.547 -5.305
C 0.234 -0.950 -4.319
C -0.294 -0.817 -3.041
C -1.568 -1.274 -2.741
C -2.329 -1.866 -3.738
N 0.427 -0.244 -1.945
N 1.485 0.333 -2.244
C 2.191 0.890 -1.120
C 3.085 1.893 -1.495
C 3.794 2.573 -0.522
C 3.606 2.211 0.807
C 2.738 1.181 1.143
C 1.996 0.468 0.198
H -2.400 -2.485 -5.792
H -0.117 -1.679 -6.298
H 1.244 -0.615 -4.511
H -1.955 -1.166 -1.734
H -3.320 -2.232 -3.502
H 3.207 2.120 -2.548
H 4.484 3.364 -0.792
H 4.150 2.732 1.589
H 2.637 0.929 2.194
O -3.179 -0.491 -0.178
C -2.641 0.448 0.389
N -3.224 1.734 0.393
C -2.250 2.679 0.894
C -1.215 1.678 1.518
O -0.336 2.065 2.271
N -1.468 0.433 1.087
C -1.603 3.447 -0.255
C -2.302 4.490 -0.858
C -1.794 5.133 -1.977
C -0.573 4.739 -2.507
C 0.135 3.709 -1.905
C -0.373 3.070 -0.783
C -2.791 3.605 1.959
C -4.054 3.420 2.509
C -4.518 4.260 3.514
C -3.720 5.290 3.987
C -2.452 5.472 3.450
C -1.992 4.638 2.444
H -3.750 1.956 -0.439
H -3.252 4.804 -0.440
H -2.353 5.941 -2.435
H -0.175 5.233 -3.385
H 1.087 3.387 -2.305
H 0.199 2.277 -0.319
H -4.664 2.607 2.142
H -5.506 4.103 3.930
H -4.080 5.944 4.773
H -1.814 6.266 3.819
H -0.999 4.769 2.037
*
```

* gap between HOMO and LUMO: 6.037 eV
* HOMO level: -1.8 eV
* lowest unoccupied orbital energy: 4.2 eV
* energy above the lowest of the compared OMol25 structures with the same formula, charge and spin: 0.00 kcal/mol

=====

The following is a DFT calculation (ωB97M-V/def2-TZVPD) of a 2-piece molecular cluster, C32H36N3O2 overall.

ORCA input file:
```
! RIJCOSX wB97M-V def2-TZVPD def2/J DEFGRID3
* xyz 1 1
C 0.983 -3.680 2.547
C 1.629 -2.551 1.763
C 3.099 -2.394 2.076
N 1.009 -1.273 2.118
N 1.470 -0.606 3.170
N 0.616 0.422 3.324
C 0.900 1.382 4.417
C 2.262 2.008 4.177
C 0.887 0.624 5.730
C -0.382 0.392 2.409
C -1.425 1.415 2.372
C -2.557 1.316 3.218
C -3.530 2.308 3.205
C -3.389 3.420 2.364
C -2.270 3.535 1.529
C -1.305 2.532 1.512
C -0.134 -0.719 1.578
C -0.720 -1.175 0.405
H 1.419 -4.640 2.251
H 1.159 -3.531 3.619
H -0.095 -3.717 2.362
H 1.445 -2.677 0.695
H 3.632 -3.323 1.861
H 3.539 -1.602 1.464
H 3.225 -2.131 3.130
H 0.106 2.133 4.380
H 2.498 2.718 4.979
H 3.026 1.222 4.166
H 2.289 2.549 3.226
H 1.106 1.304 6.561
H -0.091 0.168 5.911
H 1.652 -0.159 5.701
H -2.638 0.444 3.869
H -4.402 2.215 3.852
H -4.152 4.199 2.363
H -2.150 4.408 0.887
H -0.434 2.583 0.855
H -1.544 -0.598 0.009
H -0.419 -2.147 0.033
C 2.598 4.896 -1.748
C 2.643 3.553 -1.010
C 1.712 2.690 -1.801
C 1.229 3.459 -2.890
O 1.701 4.735 -2.918
C 0.412 2.887 -3.882
C 0.107 1.551 -3.784
C 0.468 0.766 -2.635
C 0.075 -0.586 -2.445
C -0.827 -1.356 -3.234
C -0.696 -2.780 -3.222
C -1.563 -3.565 -3.952
C -2.552 -2.958 -4.766
O -3.279 -3.841 -5.504
C -2.778 -5.199 -5.182
C -1.667 -5.047 -4.136
C -2.723 -1.563 -4.790
C -1.909 -0.791 -3.994
C 1.320 1.376 -1.658
H 2.185 5.699 -1.122
H 3.582 5.203 -2.127
H 3.664 3.150 -1.004
H 2.323 3.664 0.033
H 0.066 3.513 -4.699
H -0.426 1.070 -4.601
H 0.576 -1.113 -1.634
H 0.091 -3.255 -2.632
H -3.630 -5.781 -4.808
H -2.412 -5.652 -6.114
H -0.725 -5.482 -4.486
H -1.948 -5.557 -3.207
H -3.504 -1.144 -5.418
H -2.094 0.280 -3.925
H 1.666 0.803 -0.796
*
```

* gap between HOMO and LUMO: 4.165 eV
* HOMO level: -8.5 eV
* lowest unoccupied orbital energy: -4.4 eV
* energy above the lowest of the compared OMol25 structures with the same formula, charge and spin: 17.52 kcal/mol

=====

The following is a DFT calculation (ωB97M-V/def2-TZVPD) of one molecule with the formula C5H8O.

ORCA input file:
```
! RIJCOSX wB97M-V def2-TZVPD def2/J DEFGRID3
* xyz 0 1
C -0.780 -1.192 1.675
C 0.600 2.512 -0.819
C 0.721 1.242 -1.178
O 0.804 0.250 -0.243
C 0.247 -0.958 -0.590
C -0.465 -1.658 0.285
H -1.863 -1.136 1.832
H -0.352 -0.203 1.855
H 0.578 3.297 -1.565
H 0.519 2.781 0.229
H 0.783 0.909 -2.216
H 0.455 -1.292 -1.607
H -0.838 -2.627 -0.037
H -0.378 -1.882 2.426
*
```

* gap between HOMO and LUMO: 9.901 eV
* HOMO level: -8.7 eV
* lowest unoccupied orbital energy: 1.2 eV
* structure (SMILES): C=CO/C=C\C
* energy above the lowest of the compared OMol25 structures with the same formula, charge and spin: 40.44 kcal/mol

=====

The following is a DFT calculation (ωB97M-V/def2-TZVPD) of an isolated ion of composition C5H12NOS and charge -1.

ORCA input file:
```
! RIJCOSX wB97M-V def2-TZVPD def2/J DEFGRID3
* xyz -1 1
C 0.251 0.970 2.268
N 0.746 0.458 0.991
C -0.184 0.510 -0.147
C -0.086 -0.710 -1.011
C -0.650 -1.956 -0.333
S -0.715 -3.415 -1.430
C 0.084 1.832 -1.062
O 0.622 1.594 -2.272
H 0.544 2.014 2.462
H 0.715 0.408 3.093
H -0.833 0.911 2.312
H 1.605 0.969 0.808
H -1.173 0.691 0.291
H -0.621 -0.540 -1.949
H 0.943 -0.907 -1.327
H -1.662 -1.785 0.016
H -0.020 -2.217 0.511
H 0.595 -3.515 -1.590
H 0.778 2.424 -0.420
H -0.939 2.263 -1.212
*
```

* gap between HOMO and LUMO: 5.505 eV
* HOMO level: -2.3 eV
* lowest unoccupied orbital energy: 3.2 eV
* structure (SMILES): CN[C@@H](C[O-])CCS
* energy above the lowest of the compared OMol25 structures with the same formula, charge and spin: 63.12 kcal/mol

=====

The following is a DFT calculation (ωB97M-V/def2-TZVPD) of one molecule with the formula C20H15BrN4O2S.

ORCA input file:
```
! RIJCOSX wB97M-V def2-TZVPD def2/J DEFGRID3
* xyz 0 1
O -1.911 -0.783 1.823
Br 3.635 3.476 -0.658
N -2.798 2.290 -3.635
N -3.158 -0.013 -3.916
N -2.307 -1.501 -2.453
O 0.176 -0.950 2.905
S -0.642 -4.139 -2.714
C -0.652 -1.027 1.835
C -1.021 -5.712 -2.019
C -1.681 -5.541 -0.815
C -1.982 -4.138 -0.427
C -1.510 -3.344 -1.371
C -3.328 1.275 -4.248
C -1.517 -1.926 -1.505
C -0.043 3.162 1.399
C 1.289 3.479 1.091
C -0.683 2.139 0.664
C 1.232 1.898 -0.749
C 1.958 2.877 -0.018
C -0.010 1.384 -0.391
C -0.702 -1.023 -0.745
C -1.916 2.013 -2.675
C -0.658 0.369 -1.196
C -2.277 -0.232 -2.899
C -1.555 0.747 -2.249
N -1.612 3.158 -2.048
C -0.399 -0.922 4.198
C 0.032 -1.297 0.535
H -0.805 -6.727 -2.419
H -2.037 -6.407 -0.351
H -2.587 -3.805 0.405
H -4.093 1.520 -4.936
H -0.505 3.709 2.155
H 1.907 4.225 1.647
H -1.659 1.768 0.876
H 1.627 1.564 -1.651
H -2.222 3.934 -2.432
H -0.905 3.244 -1.362
H -0.053 -1.757 4.724
H 0.100 0.047 4.635
H -1.515 -0.911 4.119
H 0.952 -0.751 0.650
H 0.345 -2.292 0.537
*
```

* gap between HOMO and LUMO: 8.115 eV
* HOMO level: -8.4 eV
* lowest unoccupied orbital energy: -0.3 eV
* structure (SMILES): COC(=O)Cc1c(-c2cccs2)nc2ncnc(N)c2c1-c1cccc(Br)c1

=====

The following is a DFT calculation (ωB97M-V/def2-TZVPD) of C3H7NO2 as an isolated structure.

ORCA input file:
```
! RIJCOSX wB97M-V def2-TZVPD def2/J DEFGRID3
* xyz 0 1
C -0.347 1.611 -1.204
C 0.962 -0.347 -0.683
C -0.695 -1.050 1.993
H -0.449 1.983 -0.192
H -1.294 1.036 -1.514
H -0.415 2.470 -1.844
H 1.754 -1.074 -1.332
H -1.720 -0.645 2.553
H -0.668 -2.084 1.786
H 0.175 -0.735 2.746
N 0.381 -0.828 0.394
O 0.836 0.722 -1.545
O -0.782 -0.278 0.844
*
```

* gap between HOMO and LUMO: 10.061 eV
* HOMO level: -9.2 eV
* lowest unoccupied orbital energy: 0.9 eV
* energy above the lowest of the compared OMol25 structures with the same formula, charge and spin: 136.26 kcal/mol

=====

The following is a DFT calculation (ωB97M-V/def2-TZVPD) of one molecule with the formula C6H10N2.

ORCA input file:
```
! RIJCOSX wB97M-V def2-TZVPD def2/J DEFGRID3
* xyz 0 1
C -0.622 -0.477 -0.103
C -1.786 -0.066 0.262
C -1.771 -1.005 -0.912
C 2.057 -0.720 -1.139
C 1.133 -0.658 0.013
C -2.554 0.717 1.235
N 1.985 0.383 -0.211
N 3.162 0.578 0.655
H -2.117 -0.427 -1.855
H -2.192 -2.006 -0.645
H 2.967 -1.308 -1.071
H 1.883 -0.539 -2.160
H 1.158 -1.349 0.764
H -3.229 1.364 0.807
H -1.869 1.209 2.031
H -2.906 0.009 1.992
H 3.117 -0.137 1.387
H 3.067 1.553 0.882
*
```

* gap between HOMO and LUMO: 9.704 eV
* HOMO level: -8.7 eV
* lowest unoccupied orbital energy: 1.0 eV
* structure (SMILES): CC1=C([C@H]2CN2N)C1
* energy above the lowest of the compared OMol25 structures with the same formula, charge and spin: 152.25 kcal/mol

=====

The following is a DFT calculation (ωB97M-V/def2-TZVPD) of C27H29F4MnN3O2 as an isolated structure.

ORCA input file:
```
! RIJCOSX wB97M-V def2-TZVPD def2/J DEFGRID3
* xyz 0 6
Mn -0.114 0.103 -0.404
C 2.612 0.265 -1.386
C 2.343 -1.225 -1.479
N 1.293 -1.680 -0.539
C 0.775 -2.985 -1.018
C -0.313 -3.594 -0.153
C 1.857 -1.805 0.836
C 0.950 -1.266 1.928
N 0.604 0.079 1.538
C -0.187 0.853 2.326
C -0.623 2.076 1.788
F -0.189 2.355 0.516
C -1.472 2.948 2.419
F -1.829 4.077 1.787
C -1.953 2.670 3.685
C -1.536 1.483 4.250
F -1.965 1.150 5.480
C -0.685 0.601 3.612
F -0.347 -0.536 4.265
H 3.429 0.543 -2.052
H 2.858 0.591 -0.375
H 1.753 0.860 -1.730
H 3.267 -1.786 -1.298
H 2.016 -1.472 -2.490
H 1.623 -3.681 -1.089
H 0.403 -2.833 -2.032
H 0.078 -3.950 0.801
H -0.737 -4.454 -0.673
H -1.118 -2.888 0.046
H 2.790 -1.241 0.867
H 2.106 -2.855 1.021
H 1.515 -1.311 2.864
H 0.073 -1.914 2.059
H -2.620 3.343 4.203
C -3.752 -5.846 3.927
C -4.448 -4.941 2.943
C -5.541 -5.412 2.225
C -6.186 -4.590 1.315
C -5.744 -3.295 1.107
C -4.658 -2.806 1.830
N -4.140 -1.502 1.636
C -4.767 -0.500 0.899
C -6.119 -0.202 1.115
C -6.730 0.844 0.456
C -6.010 1.648 -0.429
C -4.676 1.372 -0.637
C -4.045 0.300 0.004
C -2.607 0.084 -0.281
O -2.011 0.834 -1.119
O -1.934 -0.811 0.317
C -4.006 -3.626 2.762
C -2.834 -3.103 3.557
H -4.139 -6.862 3.856
H -3.896 -5.505 4.956
H -2.675 -5.880 3.753
H -5.882 -6.429 2.378
H -7.031 -4.963 0.749
H -6.229 -2.667 0.372
H -3.137 -1.490 1.494
H -6.669 -0.800 1.830
H -7.776 1.053 0.647
H -6.485 2.477 -0.935
H -4.081 1.977 -1.307
H -2.825 -2.015 3.588
H -1.877 -3.429 3.135
H -2.864 -3.464 4.585
*
```

* gap between HOMO and LUMO (spin up / spin down): 7.524 / 7.445 eV
* HOMO level (spin up / spin down): -7.3 / -7.5 eV
* expectation value of S²: 8.755
* lowest unoccupied orbital energy (spin up / spin down): 0.2 / 0.0 eV

=====

Calculated strongest force on any atom, 1.65 2.17 0.43 2.46 0.31 2.01 5.25 7.90 6.05 0.52 eV Å⁻¹ (same order as the records).